DFT (the ωB97M-V functional and the def2-TZVPD basis) results for C22H19B2BrCdF4N6O12S as an isolated structure in a non-equilibrium geometry.

Geometry (Å):
Cd (-0.405, -0.389, 0.082)
C (2.035, -4.377, -0.506)
C (1.531, -3.003, -0.189)
N (0.340, -2.628, -0.431)
O (-0.460, -3.490, -1.097)
B (-1.738, -2.855, -1.550)
F (-2.275, -2.068, -0.519)
F (-2.569, -3.874, -1.963)
O (-1.528, -1.958, -2.736)
N (-0.648, -1.002, -2.375)
C (-0.357, -0.112, -3.238)
C (-0.959, -0.056, -4.606)
C (0.710, 0.823, -2.801)
N (0.888, 0.968, -1.543)
O (2.032, 1.631, -1.234)
B (2.400, 1.584, 0.214)
F (3.498, 2.420, 0.352)
F (1.300, 1.961, 0.968)
O (2.879, 0.228, 0.671)
N (2.037, -0.752, 0.283)
C (2.463, -1.954, 0.325)
C (3.846, -2.317, 0.771)
C (1.646, 1.430, -3.799)
H (1.190, -5.053, -0.614)
H (2.697, -4.739, 0.281)
H (2.597, -4.381, -1.445)
H (-1.942, -0.524, -4.576)
H (-0.353, -0.609, -5.329)
H (-1.052, 0.973, -4.953)
H (4.451, -1.417, 0.829)
H (4.309, -3.029, 0.086)
H (3.818, -2.782, 1.760)
H (1.336, 1.213, -4.820)
H (2.654, 1.047, -3.631)
H (1.701, 2.511, -3.657)
Br (0.854, 6.193, -3.217)
C (-0.483, 4.851, -3.159)
C (-1.163, 4.522, -4.319)
N (-2.096, 3.576, -4.359)
C (-2.366, 2.925, -3.230)
C (-1.737, 3.206, -2.026)
C (-0.770, 4.198, -1.974)
C (-2.011, 2.358, -0.831)
O (-1.944, 3.079, 0.312)
O (-2.005, 1.158, -0.916)
H (-0.941, 5.038, -5.246)
H (-3.116, 2.145, -3.266)
H (-0.248, 4.425, -1.054)
O (-0.660, 1.427, 3.035)
C (-0.996, 0.274, 3.147)
N (-0.917, -0.720, 2.184)
C (-1.353, -1.917, 2.708)
O (-1.353, -3.008, 2.176)
C (-1.797, -1.671, 4.128)
C (-2.324, -2.525, 5.075)
C (-2.635, -1.985, 6.320)
C (-2.414, -0.634, 6.591)
C (-1.876, 0.212, 5.625)
C (-1.575, -0.340, 4.397)
H (-2.492, -3.569, 4.844)
H (-3.059, -2.617, 7.091)
H (-2.673, -0.241, 7.568)
H (-1.703, 1.263, 5.816)
O (-5.253, 2.204, 1.476)
S (-4.439, 3.123, 0.729)
O (-4.510, 4.506, 1.129)
O (-2.888, 2.577, 1.253)
O (-4.354, 2.915, -0.707)

Results
E_tot in Ha: -5670.6426
Relative energy (zero: lowest compared OMol25 entry of this formula, charge and spin) in eV: 1.8157
Highest occupied orbital energy in eV: -3.6535
Net charge: -2
Orbital gap in eV: 7.43

Population analysis type Mulliken, resulting atomic charges in e: Cd 2.82; C -1.82; C 0.16; N 0.55; O -0.53; B 0.65; F -0.36; F -0.38; O -0.55; N 0.47; C 0.11; C -2.08; C -0.16; N 0.90; O -0.63; B 0.61; F -0.40; F -0.29; O -0.55; N 0.44; C 0.01; C -1.82; C -1.50; H 0.42; H 0.45; H 0.29; H 0.41; H 0.36; H 0.47; H 0.44; H 0.41; H 0.28; H 0.48; H 0.32; H 0.24; Br -0.19; C -0.22; C -0.19; N -0.69; C -0.13; C 0.96; C -0.12; C 0.22; O -0.41; O -1.20; H 0.37; H 0.64; H 0.61; O -0.60; C 0.13; N 0.00; C -0.12; O -0.67; C 0.09; C -0.34; C -0.43; C -0.44; C -0.42; C 0.08; H 0.48; H 0.37; H 0.37; H 0.47; O -0.65; S 1.20; O -0.67; O -0.12; O -0.59